51
Properties=species:S:1:pos:R:3:lowdin_charge:R:1 method="wB97M-V/def2-TZVPD" relative_energy_ev=0.0000 e_lumo_ev="-0.36 / -0.35" total_energy_ha=-4046.1236 fmax_ev_per_a=1.04
Co -1.26 -0.80 -1.26 -0.267
N 0.08 -1.78 1.12 -0.058
P -0.29 -0.23 0.55 0.948
C -1.27 0.57 1.84 -0.313
C -0.65 0.92 3.04 -0.090
C -1.38 1.47 4.08 -0.079
C -2.74 1.69 3.92 -0.077
C -3.36 1.35 2.72 -0.066
C -2.63 0.79 1.68 -0.076
C 1.26 0.68 0.61 -0.370
C 1.21 2.06 0.49 -0.091
C 2.38 2.80 0.46 -0.062
C 3.60 2.16 0.56 -0.072
C 3.66 0.78 0.69 -0.073
C 2.49 0.03 0.70 -0.097
C -0.39 -2.90 0.47 -0.353
C -0.16 -4.19 0.94 -0.005
C -0.68 -5.25 0.23 -0.053
C -1.42 -5.01 -0.93 -0.044
C -1.60 -3.71 -1.33 -0.089
N -1.09 -2.68 -0.65 -0.024
H 0.54 -1.93 2.01 0.122
H 0.42 0.77 3.16 0.107
H -0.89 1.74 5.00 0.104
H -3.32 2.13 4.72 0.105
H -4.42 1.53 2.59 0.108
H -3.13 0.53 0.75 0.059
H 0.24 2.56 0.40 0.111
H 2.33 3.88 0.34 0.111
H 4.52 2.74 0.53 0.106
H 4.62 0.28 0.76 0.105
H 2.54 -1.05 0.74 0.100
H 0.41 -4.35 1.85 0.113
H -0.52 -6.26 0.58 0.113
H -1.85 -5.82 -1.50 0.111
H -2.19 -3.46 -2.21 0.095
S -1.43 1.27 -1.87 0.741
C 0.17 1.68 -2.47 -0.657
C 0.51 2.99 -2.83 -0.121
C 1.79 3.28 -3.27 -0.097
C 2.75 2.28 -3.35 -0.096
C 2.43 0.98 -2.99 -0.113
C 1.14 0.68 -2.56 -0.628
S 0.68 -0.95 -2.08 0.766
H -0.24 3.77 -2.76 0.103
H 2.04 4.29 -3.56 0.100
H 3.75 2.51 -3.69 0.099
H 3.17 0.19 -3.03 0.104
O -4.27 -2.60 -2.58 -0.583
S -4.39 -1.54 -1.56 0.721
N -3.18 -0.88 -1.04 -0.499